# 1
Below is a molecular structure, C42H49BFN12O3Pt, with properties calculated with wB97M-V/def2-TZVPD.

Computed properties:
Charge ... +3
ΔE to the lowest compared entry with this formula, charge and spin ... 275.3 kJ/mol
Kohn-Sham gap ... 0.1920 Eh

Each line ends with the Löwdin charge.
Geometry (Å):
1 Pt -0.783 -0.625 -1.344  1.60
2 C 1.710 -1.951 -3.582  0.00
3 C 0.372 -1.629 -4.145  -0.30
4 C -0.076 -1.618 -5.460  0.06
5 C -1.390 -1.157 -5.422  -0.22
6 C -2.322 -0.959 -6.559  0.01
7 N -1.701 -0.912 -4.135  0.04
8 N -0.638 -1.227 -3.368  -0.05
9 B -2.927 -0.178 -3.570  -0.50
10 N -3.537 -1.002 -2.444  0.05
11 N -2.787 -1.466 -1.428  0.02
12 C -3.587 -2.046 -0.519  -0.30
13 C -3.156 -2.628 0.779  0.00
14 C -4.886 -1.990 -1.008  0.06
15 C -4.824 -1.312 -2.224  -0.22
16 C -5.954 -0.977 -3.124  0.02
17 N -2.410 1.149 -2.980  0.04
18 N -1.148 1.219 -2.500  0.01
19 C -0.816 2.509 -2.346  -0.29
20 C 0.537 2.975 -1.941  0.00
21 C -1.913 3.284 -2.710  0.06
22 C -2.910 2.387 -3.099  -0.22
23 C -4.290 2.700 -3.538  0.02
24 H 2.283 -2.563 -4.273  0.10
25 H 2.269 -1.029 -3.410  0.09
26 H 1.611 -2.468 -2.627  0.06
27 H 0.483 -1.909 -6.331  0.13
28 H -1.864 -1.327 -7.474  0.10
29 H -3.259 -1.491 -6.395  0.10
30 H -2.559 0.097 -6.692  0.10
31 H -3.722 0.027 -4.421  0.13
32 H -2.720 -1.845 1.399  0.08
33 H -4.024 -3.032 1.292  0.10
34 H -2.428 -3.426 0.636  0.06
35 H -5.769 -2.376 -0.532  0.14
36 H -6.860 -1.444 -2.748  0.10
37 H -6.113 0.100 -3.163  0.09
38 H -5.774 -1.333 -4.138  0.10
39 H 1.224 2.137 -1.847  0.07
40 H 0.919 3.667 -2.689  0.10
41 H 0.489 3.512 -0.993  0.09
42 H -1.978 4.356 -2.690  0.14
43 H -4.457 3.771 -3.468  0.10
44 H -4.460 2.385 -4.568  0.10
45 H -5.013 2.189 -2.901  0.09
46 C -0.166 3.560 5.259  -0.05
47 C 0.180 4.334 3.991  -0.17
48 N 0.428 3.417 2.871  -0.01
49 C -0.634 3.016 2.155  0.05
50 C -0.587 2.074 1.169  -0.04
51 C -1.920 1.703 0.484  -0.59
52 O -2.681 2.635 0.316  0.12
53 O -2.076 0.462 0.228  -0.08
54 C 0.629 1.460 0.795  -0.34
55 O 0.778 0.581 -0.099  -0.13
56 C 1.780 1.927 1.559  -0.05
57 C 3.048 1.404 1.273  0.09
58 C 4.149 1.801 1.970  -0.18
59 F 5.332 1.263 1.617  0.08
60 C 4.083 2.754 3.015  -0.12
61 C 2.816 3.244 3.308  0.07
62 C 1.667 2.876 2.594  -0.11
63 N 5.191 3.163 3.756  -0.08
64 C 5.336 4.529 4.230  -0.12
65 C 5.765 4.514 5.702  -0.06
66 N 6.678 3.346 5.944  0.08
67 C 7.449 3.008 4.713  -0.08
68 C 6.486 2.483 3.644  -0.12
69 H -0.349 4.253 6.079  0.09
70 H 0.643 2.886 5.540  0.08
71 H -1.070 2.971 5.108  0.09
72 H 1.044 4.977 4.141  0.11
73 H -0.653 4.977 3.710  0.13
74 H -1.583 3.485 2.381  0.16
75 H 3.156 0.687 0.471  0.14
76 H 2.713 3.935 4.130  0.10
77 H 4.410 5.087 4.126  0.13
78 H 6.086 5.052 3.625  0.14
79 H 4.905 4.420 6.362  0.14
80 H 6.288 5.439 5.942  0.15
81 H 6.122 2.530 6.208  0.19
82 H 7.310 3.552 6.721  0.19
83 H 8.193 2.246 4.937  0.15
84 H 7.971 3.906 4.386  0.14
85 H 6.327 1.414 3.788  0.14
86 H 6.959 2.624 2.669  0.14
87 C 0.086 -2.710 2.386  -0.01
88 C -0.164 -1.855 1.333  -0.14
89 N -0.209 -2.289 0.069  -0.03
90 C -0.070 -3.588 -0.185  -0.07
91 C 0.118 -4.534 0.818  -0.17
92 C 0.226 -4.065 2.130  0.04
93 C 0.304 -5.970 0.578  -0.02
94 C -0.287 -6.804 -0.285  0.00
95 C -1.381 -6.547 -1.226  -0.26
96 C -1.723 -7.531 -2.159  0.03
97 C -2.758 -7.229 -3.032  -0.09
98 N -3.420 -6.085 -2.958  0.10
99 C -3.062 -5.219 -2.027  -0.18
100 N -2.062 -5.401 -1.181  0.12
101 H 0.168 -2.319 3.389  0.12
102 H -0.317 -0.802 1.502  0.09
103 H -0.088 -3.896 -1.220  0.12
104 H 0.410 -4.758 2.941  0.14
105 H 1.035 -6.411 1.247  0.12
106 H 0.050 -7.834 -0.280  0.12
107 H -1.205 -8.478 -2.196  0.12
108 H -3.071 -7.917 -3.808  0.12
109 H -3.626 -4.297 -1.951  0.10

# 2
Below is a molecular structure, C42H49BiN7OP2S, with properties calculated with wB97M-V/def2-TZVPD.

Computed properties:
Charge ... +1
ΔE to the lowest compared entry with this formula, charge and spin ... 0.0 kJ/mol
Kohn-Sham gap ... 0.2782 Eh

Each line ends with the Löwdin charge.
Geometry (Å):
1 Bi 0.156 -0.244 -0.255  1.61
2 C 3.871 -3.681 -4.593  -0.04
3 C 3.113 -3.376 -3.332  -0.26
4 C 1.861 -3.936 -3.086  -0.02
5 C 1.143 -3.604 -1.955  -0.05
6 C 1.652 -2.734 -0.988  -0.32
7 N 0.891 -2.316 0.128  -0.14
8 C 0.517 -3.238 1.095  -0.22
9 C 0.562 -4.627 0.889  0.00
10 C 0.117 -5.534 1.832  -0.03
11 C -0.415 -5.128 3.051  -0.29
12 C -0.961 -6.108 4.052  -0.05
13 C -0.404 -3.766 3.304  0.01
14 C 0.088 -2.853 2.378  -0.14
15 N 0.221 -1.508 2.847  -0.07
16 C 0.676 -1.130 4.054  -0.04
17 C 0.543 0.240 4.151  -0.03
18 C -0.009 0.622 2.929  -0.16
19 N -0.212 -0.442 2.152  -0.08
20 C 2.905 -2.174 -1.242  -0.14
21 C 3.612 -2.478 -2.402  0.02
22 N 3.504 -1.245 -0.337  -0.08
23 C 4.815 -1.144 -0.030  -0.05
24 C 4.964 -0.080 0.825  -0.04
25 C 3.665 0.419 0.990  -0.15
26 N 2.788 -0.293 0.297  -0.03
27 H 3.550 -4.628 -5.024  0.08
28 H 3.708 -2.904 -5.342  0.09
29 H 4.944 -3.741 -4.409  0.08
30 H 1.432 -4.622 -3.807  0.12
31 H 0.147 -4.005 -1.809  0.12
32 H 0.954 -5.011 -0.039  0.10
33 H 0.168 -6.590 1.598  0.12
34 H -0.977 -7.115 3.638  0.08
35 H -0.356 -6.133 4.960  0.08
36 H -1.981 -5.853 4.345  0.08
37 H -0.781 -3.388 4.247  0.13
38 H 1.065 -1.860 4.743  0.14
39 H 0.813 0.865 4.983  0.10
40 H -0.254 1.604 2.553  0.09
41 H 4.561 -1.989 -2.584  0.12
42 H 5.529 -1.848 -0.423  0.13
43 H 5.874 0.267 1.280  0.10
44 H 3.321 1.240 1.600  0.11
45 C -3.396 -2.225 -5.662  -0.06
46 C -3.424 -1.001 -4.762  -0.20
47 N -2.069 -0.550 -4.416  -0.12
48 C -1.456 0.394 -5.354  -0.23
49 C -1.711 1.837 -4.951  -0.07
50 C -1.447 -1.024 -3.339  -0.68
51 S 0.157 -0.451 -2.996  0.63
52 N -2.086 -1.983 -2.657  0.13
53 C -2.142 -2.123 -1.361  -0.44
54 O -1.825 -1.235 -0.488  -0.29
55 C -2.698 -3.401 -0.836  -0.14
56 C -3.070 -4.426 -1.705  -0.02
57 C -3.558 -5.619 -1.201  -0.07
58 C -3.687 -5.793 0.171  -0.07
59 C -3.329 -4.771 1.038  -0.07
60 C -2.834 -3.578 0.537  -0.02
61 H -4.411 -2.548 -5.893  0.08
62 H -2.877 -3.044 -5.166  0.07
63 H -2.889 -2.014 -6.604  0.08
64 H -3.971 -1.205 -3.845  0.11
65 H -3.911 -0.159 -5.255  0.12
66 H -1.878 0.173 -6.335  0.12
67 H -0.388 0.193 -5.409  0.08
68 H -2.780 2.038 -4.859  0.08
69 H -1.304 2.520 -5.697  0.09
70 H -1.238 2.050 -3.992  0.05
71 H -2.969 -4.277 -2.771  0.10
72 H -3.846 -6.413 -1.878  0.11
73 H -4.073 -6.726 0.562  0.11
74 H -3.430 -4.903 2.108  0.10
75 H -2.553 -2.778 1.207  0.11
76 C 1.547 4.777 0.132  -0.28
77 P 0.906 3.159 -0.441  0.82
78 C 2.212 2.715 -1.655  -0.29
79 C -0.469 3.664 -1.558  -0.40
80 C -0.222 4.579 -2.582  -0.09
81 C -1.228 5.010 -3.429  -0.07
82 C -2.516 4.522 -3.260  -0.08
83 C -2.777 3.612 -2.250  -0.11
84 C -1.770 3.170 -1.389  -0.40
85 P -2.167 1.985 -0.039  0.82
86 C -3.767 1.266 -0.545  -0.28
87 C -2.673 3.139 1.289  -0.27
88 H 0.798 5.290 0.735  0.04
89 H 1.831 5.425 -0.698  0.04
90 H 2.424 4.603 0.756  0.04
91 H 2.396 3.517 -2.372  0.04
92 H 1.935 1.818 -2.213  0.00
93 H 3.137 2.506 -1.117  0.03
94 H 0.778 4.971 -2.723  0.10
95 H -1.010 5.722 -4.214  0.11
96 H -3.315 4.850 -3.912  0.11
97 H -3.787 3.243 -2.134  0.09
98 H -4.577 1.995 -0.577  0.04
99 H -4.021 0.485 0.171  0.05
100 H -3.662 0.792 -1.522  0.04
101 H -3.422 3.842 0.920  0.05
102 H -1.811 3.702 1.649  0.03
103 H -3.091 2.578 2.126  0.04

In eV/Å, the max |F| values for the records above are, in order, 4.3 0.5.